1.
DFT (wB97M-V/def2-TZVPD) results for C13H20N2O4S as an isolated structure.

Cartesian coordinates (Å):
C  -3.5503  -3.5909  -0.2327
C  -2.0642  -3.0210  -0.5471
H  -1.7350  -3.0509  -1.6098
H  -1.4184  -3.5224  0.0774
O  -2.2375  -1.7952  -0.3964
C  -1.2054  -1.0104  -0.4268
O  -0.2271  -1.5776  -0.7580
C  -1.2658  0.5147  -0.2905
C  -0.2116  1.3465  -0.4954
N  1.0832  0.8702  -0.9212
C  2.0172  1.9793  -1.0851
O  1.8621  3.0586  -0.9477
C  3.3648  0.9512  -1.7702
N  3.7467  -0.0351  -1.0120
H  3.0190  -0.8581  -1.3496
C  3.9215  -0.0579  0.5000
H  4.8432  0.5327  0.5594
C  4.3880  -1.4446  0.9962
O  4.8703  -1.2412  2.2136
H  5.4612  -0.6775  2.5154
H  3.5513  -2.1058  0.7512
H  5.1425  -1.6711  0.4640
H  3.1233  0.4478  1.0156
H  4.0981  1.8970  -1.3571
H  3.1957  1.1366  -2.9714
H  1.1601  -0.0632  -1.1324
S  -0.4396  2.7701  0.0185
C  -2.0347  2.7056  0.4986
C  -2.4337  1.1866  0.4872
C  -3.6297  0.5627  0.8040
H  -4.3297  1.4575  1.0896
H  -3.5499  -0.2118  1.3420
H  -4.0881  0.1906  -0.1262
C  -2.9761  3.4936  1.0405
H  -3.8877  3.6547  0.4612
H  -3.2124  3.6096  2.1257
H  -2.3963  4.5759  0.8780
H  -3.9063  -3.4233  0.9816
H  -3.6095  -4.6105  -0.5202
H  -4.4389  -2.9729  -0.8699

As for the net charge: 0. The value obtained for the energy above the lowest of the compared OMol25 structures with the same formula, charge and spin is 1335.8 kJ/mol. The calculation puts the HOMO energy at -7.597 eV. The value obtained for the total energy is -35798.8408 eV. The orbital gap comes out at 8.261 eV. As for the LUMO energy: 0.664 eV. As for the multiplicity: 1.

Löwdin atomic charge list, values in e, 2 entries: -0.05, -0.33

2.
DFT (wB97M-V/def2-TZVPD) results for an isolated ion of composition C3H3N2O3 and charge -1.

Cartesian coordinates (Å):
C  0.3000  0.2124  -0.0445
C  -0.5746  -0.0762  2.0135
C  0.1796  0.8587  -1.4165
N  -0.1454  -1.6130  1.2281
N  0.2286  -1.1464  0.0837
O  0.5365  -1.9719  -0.8551
O  -0.9315  0.0586  3.1292
O  -0.2513  0.7911  1.0491
H  0.8516  0.2789  -1.9829
H  0.5676  1.8916  -1.3253
H  -0.7612  0.7162  -1.8792

As for the net charge: -1. The value obtained for the energy above the lowest of the compared OMol25 structures with the same formula, charge and spin is 418.8 kJ/mol. The calculation puts the HOMO energy at -2.867 eV. The value obtained for the total energy is -12279.8233 eV. Its SMILES is Cc1oc([O-])n[n+]1[O-]. The orbital gap comes out at 6.892 eV. As for the LUMO energy: 4.025 eV. As for the multiplicity: 1.

Löwdin atomic charge list, values in e, 2 entries: -0.35, -0.44

3.
DFT (wB97M-V/def2-TZVPD) results for C28H38CsN4OPSb as an isolated structure.

Cartesian coordinates (Å):
Cs  -0.3392  0.6153  0.2748
N  2.6249  0.0703  0.9543
C  3.2824  0.2687  2.1824
C  4.6422  0.5614  2.2050
C  5.3178  0.7004  3.4020
C  4.6411  0.5307  4.5976
C  3.2782  0.3006  4.5893
C  2.5760  0.1941  3.3942
P  0.7516  0.0072  3.3259
C  0.3512  -0.4544  5.0578
C  -0.0408  -1.7638  5.3224
C  -0.3741  -2.1493  6.6100
C  -0.3148  -1.2338  7.6470
C  0.0719  0.0716  7.3907
C  0.4020  0.4635  6.1079
C  0.2441  1.7659  3.4514
C  -1.0928  2.0054  3.7724
C  -1.5375  3.2894  4.0229
C  -0.6600  4.3578  3.9216
C  0.6488  4.1357  3.5310
C  1.1054  2.8467  3.3053
H  3.2972  0.0070  0.1937
H  2.0447  -0.7640  0.9766
H  5.1742  0.6595  1.2683
H  6.3766  0.9076  3.3987
H  5.1690  0.5873  5.5366
H  2.7527  0.1862  5.5248
H  -0.0763  -2.4873  4.5156
H  -0.6815  -3.1640  6.8127
H  -0.5664  -1.5345  8.6535
H  0.1201  0.7884  8.1975
H  0.7048  1.4846  5.9192
H  -1.7786  1.1712  3.8733
H  -2.5580  3.4642  4.3267
H  -1.0017  5.3521  4.1654
H  1.3323  4.9677  3.4426
H  2.1471  2.6849  3.0584
C  0.7142  6.9764  -0.0260
C  1.1473  5.5331  -0.2004
Sb  -0.3470  3.9354  -0.5041
C  -2.1999  4.5547  0.4633
C  -2.3228  5.9780  0.9560
C  -0.9109  4.4094  -2.5611
C  -1.5233  5.7736  -2.8175
H  1.5816  7.6381  -0.0539
H  0.2214  7.1250  0.9304
H  0.0397  7.2876  -0.8190
H  1.7359  5.2170  0.6630
H  1.7880  5.4359  -1.0799
H  -2.3363  3.8598  1.2936
H  -2.9775  4.3436  -0.2707
H  -1.6084  6.1787  1.7513
H  -3.3236  6.1412  1.3552
H  -2.1651  6.6862  0.1486
H  -1.6137  3.6238  -2.8427
H  -0.0097  4.2825  -3.1647
H  -2.4161  5.9239  -2.2130
H  -1.8143  5.8622  -3.8643
H  -0.8127  6.5707  -2.6099
C  -6.4062  -1.3759  0.5667
N  -5.0839  -0.8680  0.3125
C  -4.7901  0.4074  -0.2881
C  -3.2596  0.4275  -0.2068
O  -2.5358  1.3403  -0.5637
N  -2.8457  -0.7391  0.3378
C  -3.9229  -1.4587  0.6281
N  -3.8487  -2.6668  1.1849
H  -7.1315  -0.6295  0.2528
H  -6.5509  -1.5705  1.6326
H  -6.5915  -2.2963  0.0078
H  -5.2248  1.2417  0.2644
H  -5.1233  0.4576  -1.3272
H  -2.9448  -3.0389  1.4095
H  -4.6739  -3.1927  1.4105

As for the net charge: +1. The value obtained for the energy above the lowest of the compared OMol25 structures with the same formula, charge and spin is 126.6 kJ/mol. The calculation puts the HOMO energy at -10.077 eV. The value obtained for the total energy is -54030.3408 eV. The orbital gap comes out at 7.792 eV. As for the LUMO energy: -2.285 eV. As for the multiplicity: 1.

Löwdin atomic charge list, values in e, 2 entries: 1.15, -0.01

What did the second record say?
DFT (wB97M-V/def2-TZVPD) results for an isolated ion of composition C3H3N2O3 and charge -1.

Cartesian coordinates (Å):
C  0.3000  0.2124  -0.0445
C  -0.5746  -0.0762  2.0135
C  0.1796  0.8587  -1.4165
N  -0.1454  -1.6130  1.2281
N  0.2286  -1.1464  0.0837
O  0.5365  -1.9719  -0.8551
O  -0.9315  0.0586  3.1292
O  -0.2513  0.7911  1.0491
H  0.8516  0.2789  -1.9829
H  0.5676  1.8916  -1.3253
H  -0.7612  0.7162  -1.8792

As for the net charge: -1. The value obtained for the energy above the lowest of the compared OMol25 structures with the same formula, charge and spin is 418.8 kJ/mol. The calculation puts the HOMO energy at -2.867 eV. The value obtained for the total energy is -12279.8233 eV. Its SMILES is Cc1oc([O-])n[n+]1[O-]. The orbital gap comes out at 6.892 eV. As for the LUMO energy: 4.025 eV. As for the multiplicity: 1.

Löwdin atomic charge list, values in e, 2 entries: -0.35, -0.44

- multiplicity of number 3 (C28H38CsN4OPSb)?
  1

- The highest net charge belongs to which entry?
  C28H38CsN4OPSb